Entry 1:
15
Properties=species:S:1:pos:R:3:forces:R:3 method="wB97M-V/def2-TZVPD" charge=0 e_homo_ev=-8.25 total_energy_ev=-8290.349
C 0.9267 -0.1501 -1.8415 0.169 0.003 -0.050
N 0.7479 -0.3192 -0.4206 0.404 0.092 0.176
C 0.4499 0.6245 0.5246 0.119 0.150 -0.132
C -0.0182 0.0507 1.7269 0.189 -0.136 -0.277
C -1.3474 0.8614 0.7113 -0.550 0.103 -0.114
C 0.1132 -1.3672 1.3192 -0.161 -0.153 -0.167
N 0.5406 -1.5573 0.0978 -0.026 0.169 0.297
H -0.0051 -0.2709 -2.4164 0.138 0.012 0.292
H 1.6423 -0.9020 -2.1712 -0.022 0.106 -0.151
H 1.3258 0.8503 -2.0250 -0.003 -0.154 -0.015
H 0.7625 1.6551 0.4262 -0.080 -0.049 -0.395
H -2.1439 0.2643 1.1426 0.168 -0.028 0.162
H -1.4410 0.7765 -0.3814 -0.120 -0.164 0.215
H -1.4794 1.9133 0.9590 0.163 -0.253 0.319
H 0.0580 -2.2456 1.9616 -0.389 0.301 -0.162


Entry 2:
15
Properties=species:S:1:pos:R:3:forces:R:3 method="wB97M-V/def2-TZVPD" charge=0 e_homo_ev=-9.61 smiles="N=C1CC2(CN2)C1" total_energy_ev=-8292.737
N -1.5758 -1.9442 1.0892 0.352 0.185 -0.180
C -0.8874 -1.1668 0.3731 -0.168 -0.248 0.102
C 0.6094 -0.9334 0.1807 0.136 -0.066 0.035
C 0.2053 0.4449 -0.3428 0.015 0.049 0.053
C 0.7000 1.7232 0.1881 -0.034 0.171 0.279
N 0.9307 1.3355 -1.2129 0.201 -0.048 -0.197
C -1.2518 0.0171 -0.5066 -0.104 0.076 -0.015
H -0.9234 -2.5609 1.5800 -0.243 -0.108 0.085
H 1.0122 -1.5861 -0.6043 -0.055 0.113 0.059
H 1.2528 -0.9860 1.0659 -0.140 0.010 -0.120
H 1.5357 1.6974 0.8860 -0.114 0.003 -0.142
H 0.0067 2.5485 0.3292 0.123 -0.081 -0.062
H 1.8840 1.0031 -1.3333 -0.071 0.083 -0.023
H -1.4668 -0.2895 -1.5367 0.016 0.002 0.125
H -2.0315 0.6972 -0.1555 0.084 -0.143 0.000


Entry 3:
15
Properties=species:S:1:pos:R:3:forces:R:3 method="wB97M-V/def2-TZVPD" charge=0 e_homo_ev=-7.36 total_energy_ev=-8288.992
C -2.5991 -0.1162 0.1564 -0.446 0.283 -0.022
C -0.8549 -0.2858 0.0590 0.011 -0.077 0.043
C -0.1203 0.7747 -0.2543 -0.196 -0.068 -0.030
N 1.2890 0.7401 -0.1311 0.105 -0.219 0.022
C 2.0047 -0.3896 -0.2951 0.179 0.517 0.138
N 3.2982 -0.2024 0.0138 0.037 -0.140 -0.020
C -1.4344 -1.3774 0.5437 0.258 0.095 -0.188
H -3.3463 -0.8815 -0.0615 0.105 0.056 0.016
H -2.8636 0.4457 1.0486 0.089 -0.134 -0.116
H -2.6036 0.5302 -0.7369 0.093 -0.141 0.117
H -0.5650 1.6715 -0.6718 0.044 -0.158 0.058
H 1.7092 1.6035 0.2164 0.017 -0.143 -0.057
H 3.9388 -0.9715 -0.0875 -0.145 0.116 0.000
H 3.7026 0.6689 0.3567 -0.136 -0.117 -0.058
H -1.5552 -2.2101 -0.1565 -0.015 0.131 0.095


Entry 4:
15
Properties=species:S:1:pos:R:3:forces:R:3 method="wB97M-V/def2-TZVPD" charge=0 e_homo_ev="-8.73 / -8.73" total_energy_ev=-8290.855
C -0.6120 -0.2931 -1.7578 -0.077 -0.065 -0.206
C -0.8306 0.1918 -0.3510 -0.170 0.053 -0.195
C -0.2689 -0.7525 0.7263 0.019 0.091 -0.318
N -0.0069 0.2163 1.7657 1.136 0.143 -0.063
C 0.8033 1.2376 1.4223 1.171 -0.295 1.962
C 1.9044 0.9435 0.5521 0.599 0.622 -1.101
N 2.9973 0.8982 0.1377 -1.249 -0.160 0.293
H 0.4588 -0.4195 -1.9532 -0.148 0.072 -0.035
H -1.0914 -1.2638 -1.9063 -0.016 0.053 -0.110
H -1.0293 0.4219 -2.4689 0.078 -0.157 -0.093
H -1.8746 0.4347 -0.1293 -0.074 -0.299 -0.089
H 0.6672 -1.2239 0.3910 -0.169 0.009 -0.050
H -0.9699 -1.5273 1.0532 0.065 0.200 -0.073
H 0.2021 -0.0485 2.7163 -1.028 0.271 0.559
H -0.3494 1.1847 -0.1983 -0.137 -0.537 -0.480


Entry 5:
15
Properties=species:S:1:pos:R:3:forces:R:3 method="wB97M-V/def2-TZVPD" charge=0 e_homo_ev=-7.98 smiles=Cn1ccc(N)c1 total_energy_ev=-8293.519
C 2.3638 0.1692 0.0297 -0.053 -0.060 -0.018
N 0.9277 -0.0997 0.0196 -0.338 -0.042 0.010
C 0.3230 -1.3197 0.3005 -0.138 0.273 -0.105
C -1.0553 -1.1085 0.2622 0.735 0.274 -0.128
C -1.2560 0.2379 -0.0418 -0.242 0.134 -0.006
N -2.6525 0.5345 -0.1073 0.392 0.599 -0.198
C -0.0388 0.8593 -0.1974 -0.157 0.161 0.000
H 2.9117 -0.7189 -0.2984 -0.160 0.090 0.067
H 2.6076 0.9814 -0.6670 -0.227 -0.217 0.150
H 2.7309 0.4556 1.0237 -0.193 -0.084 -0.138
H 0.9985 -2.1523 0.4988 -0.588 0.108 -0.054
H -2.1011 -1.4275 0.3154 1.094 -2.013 0.577
H -3.0599 0.3818 -1.0131 -0.064 0.302 -0.167
H -2.9583 1.3718 0.3354 -0.131 0.628 -0.040
H 0.2170 1.8813 -0.4416 0.070 -0.153 0.050


Entry 6:
15
Properties=species:S:1:pos:R:3:forces:R:3 method="wB97M-V/def2-TZVPD" charge=0 e_homo_ev=-9.85 total_energy_ev=-8291.279
C 1.3901 0.4286 -1.3384 -0.189 -0.065 -0.051
C 0.4229 0.5528 -0.1867 0.021 0.057 -0.010
C -1.0642 0.1907 -0.1853 0.158 0.404 0.642
C -1.6211 0.0239 -2.1132 -0.540 -0.492 -0.125
N -2.0319 -0.5387 -1.1352 0.858 0.792 -0.882
N -0.1125 -0.6327 0.4268 0.035 -0.347 0.044
C -0.1976 -0.8188 1.8537 0.051 -0.030 0.314
H 1.0663 -0.3721 -2.0023 0.095 0.030 -0.024
H 1.4195 1.3651 -1.9057 -0.026 -0.153 0.071
H 2.4077 0.2088 -0.9897 -0.276 0.033 0.044
H 0.6731 1.3693 0.5140 -0.359 -0.168 -0.299
H -1.6773 0.8742 0.3906 0.037 -0.133 0.256
H -0.3748 0.1227 2.3952 0.040 -0.048 -0.035
H 0.7261 -1.2706 2.2160 -0.044 0.027 0.038
H -1.0262 -1.5031 2.0603 0.140 0.092 0.017